Record 1
C28H27Br2LuN3O10P2 | ωB97M-V/def2-TZVPD

Values from the calculation:
HOMO level	-4.73	eV
spin multiplicity	1
DFT total energy	-246718.47788	eV
molecular weight	962.26	g mol⁻¹
charge	-1
relative energy (zero: lowest compared OMol25 entry of this formula, charge and spin)	0.0	kJ/mol
frontier orbital gap	7.250	eV
LUMO level	0.0926	hartree

Each line ends with the Löwdin charge.
Positions of all 73 atoms, in Å:
Lu 11.76 6.41 12.67  1.803
O 11.55 4.90 11.07  -0.244
C 11.94 4.93 9.83  -0.382
C 11.04 4.88 8.76  -0.020
C 11.47 5.02 7.44  -0.094
C 12.82 5.16 7.11  -0.116
C 13.72 5.24 8.16  -0.070
C 13.31 5.15 9.49  -0.161
C 14.30 5.35 10.55  -0.102
N 14.02 5.61 11.77  -0.038
C 15.13 5.95 12.66  -0.226
C 14.78 5.62 14.10  -0.208
N 13.43 6.03 14.43  -0.054
C 13.21 6.41 15.62  -0.099
C 11.91 6.67 16.18  -0.167
C 11.78 7.50 17.29  -0.055
C 10.52 7.81 17.79  -0.109
C 9.41 7.19 17.21  -0.085
C 9.54 6.28 16.18  -0.022
C 10.78 6.08 15.56  -0.389
O 10.85 5.42 14.44  -0.228
H 10.00 4.77 8.97  0.094
H 10.72 5.01 6.64  0.098
H 13.17 5.28 6.09  0.090
H 14.78 5.41 7.96  0.106
H 15.37 5.38 10.24  0.132
H 15.29 7.03 12.57  0.098
H 16.06 5.44 12.39  0.110
H 15.52 6.08 14.80  0.121
H 14.81 4.51 14.20  0.126
H 14.07 6.48 16.29  0.127
H 12.67 7.97 17.70  0.109
H 10.44 8.54 18.60  0.094
H 8.44 7.42 17.60  0.095
H 8.67 5.83 15.76  0.110
C 12.83 10.96 9.48  -0.069
C 12.65 9.61 10.13  -0.584
O 13.39 8.65 9.32  -0.078
P 13.51 9.50 11.72  0.502
O 15.01 9.93 11.33  -0.114
O 13.06 10.64 12.69  -0.108
O 13.40 8.12 12.25  -0.365
P 10.90 9.09 10.30  0.332
O 10.48 8.97 8.75  -0.131
O 10.15 10.18 10.99  -0.274
O 11.04 7.67 10.79  -0.402
H 13.89 11.16 9.33  0.079
H 12.41 11.71 10.14  0.085
H 12.30 10.97 8.52  0.084
H 13.02 7.78 9.57  0.060
H 15.29 9.32 10.61  0.096
H 12.29 10.30 13.21  0.018
H 10.57 8.03 8.49  0.072
C 8.57 4.61 11.86  -0.021
C 8.19 5.94 12.44  -0.298
C 6.82 6.22 12.64  -0.022
C 6.46 7.40 13.24  -0.033
C 7.47 8.31 13.66  -0.179
C 7.19 9.50 14.40  -0.635
Br 5.39 10.00 14.73  0.730
C 8.20 10.29 14.83  -0.189
C 9.53 9.91 14.56  -0.593
Br 10.85 11.04 15.28  0.815
C 9.90 8.80 13.82  -0.419
O 11.13 8.47 13.57  -0.236
C 8.82 7.97 13.39  -0.136
N 9.14 6.80 12.77  0.113
H 7.66 4.06 11.60  0.076
H 9.16 4.03 12.56  0.076
H 9.20 4.75 10.98  0.049
H 6.07 5.49 12.35  0.106
H 5.44 7.62 13.51  0.061
H 8.02 11.18 15.42  0.087


Record 2
C28H27F6N4O2RuS3Sb | ωB97M-V/def2-TZVPD

Values from the calculation:
HOMO level (alpha / beta)	-10.42 / -10.33	eV
spin multiplicity	2
DFT total energy	-97454.76429	eV
molecular weight	884.57	g mol⁻¹
charge	+1
frontier orbital gap (alpha / beta)	5.653 / 4.822	eV
LUMO level (alpha / beta)	-0.1751 / -0.2026	hartree

Each line ends with the Löwdin charge.
Positions of all 72 atoms, in Å:
Ru 0.74 -1.10 -0.28  1.012
O 4.73 -3.71 2.30  0.079
C 4.26 -2.94 3.27  -0.259
C 4.94 -2.95 4.50  0.001
C 4.49 -2.20 5.55  -0.057
C 3.35 -1.40 5.41  -0.076
C 2.70 -1.33 4.20  -0.017
C 3.14 -2.09 3.11  -0.077
C 2.46 -1.93 1.82  -0.382
O 1.67 -0.95 1.65  -0.068
N 2.74 -2.80 0.85  0.080
N 2.08 -2.56 -0.29  -0.272
C 2.17 -3.41 -1.27  -0.892
S 3.02 -4.91 -1.16  1.038
C 2.68 -5.39 -2.90  -0.465
C 1.34 -4.82 -3.26  -0.459
S 1.39 -3.06 -2.79  0.950
H 4.13 -3.66 1.52  0.065
H 5.81 -3.58 4.58  0.121
H 5.01 -2.22 6.50  0.111
H 2.98 -0.83 6.25  0.103
H 1.84 -0.70 4.07  0.118
H 2.69 -6.48 -2.95  0.093
H 3.48 -4.98 -3.52  0.087
H 0.52 -5.28 -2.71  0.078
H 1.13 -4.88 -4.33  0.094
C -0.59 0.30 0.04  -0.110
C -1.64 0.95 0.04  -0.063
C -2.70 1.84 -0.01  -0.072
C -2.81 2.75 -1.11  -0.148
C -3.85 3.68 -1.24  0.007
C -3.88 4.58 -2.28  -0.045
C -2.88 4.56 -3.25  -0.035
C -1.88 3.61 -3.18  -0.064
C -1.84 2.71 -2.14  -0.011
C -3.60 1.83 1.13  -0.171
C -4.05 0.61 1.65  0.011
C -5.03 0.59 2.62  -0.043
C -5.54 1.78 3.12  -0.047
C -5.03 3.00 2.68  -0.058
C -4.05 3.03 1.71  -0.037
H -4.66 3.68 -0.52  0.115
H -4.68 5.30 -2.35  0.116
H -2.90 5.28 -4.06  0.115
H -1.12 3.57 -3.95  0.100
H -1.08 1.95 -2.09  0.106
H -3.66 -0.32 1.24  0.100
H -5.42 -0.35 2.97  0.116
H -6.31 1.77 3.88  0.113
H -5.39 3.92 3.11  0.113
H -3.61 3.97 1.41  0.120
F -1.02 -2.33 -1.31  -0.475
Sb -1.75 -3.72 0.00  1.503
F -0.52 -2.74 1.20  -0.381
F -3.13 -2.48 0.40  -0.341
F -2.19 -4.89 1.41  -0.326
F -2.58 -4.44 -1.54  -0.342
F -0.19 -4.78 -0.46  -0.367
C 2.25 3.70 -3.56  -0.045
N 2.31 2.32 -3.15  -0.033
C 1.89 1.72 -2.05  -0.747
S 2.13 0.00 -2.05  0.683
N 1.37 2.26 -0.96  -0.027
C 0.99 3.63 -0.66  -0.048
H 2.97 3.85 -4.36  0.100
H 2.50 4.37 -2.74  0.085
H 1.25 3.94 -3.94  0.076
H 2.68 1.68 -3.84  0.119
H 1.10 1.58 -0.25  0.068
H 1.85 4.21 -0.31  0.098
H 0.27 3.59 0.15  0.095
H 0.53 4.12 -1.51  0.072


Record 3
C28H28As2KN4 | ωB97M-V/def2-TZVPD

Values from the calculation:
HOMO level	-10.55	eV
spin multiplicity	1
DFT total energy	-173448.67356	eV
molecular weight	609.50	g mol⁻¹
charge	+1
relative energy (zero: lowest compared OMol25 entry of this formula, charge and spin)	25.3	kJ/mol
frontier orbital gap	8.075	eV
LUMO level	-0.0911	hartree

Each line ends with the Löwdin charge.
Positions of all 63 atoms, in Å:
K 2.14 -2.28 2.34  0.764
C -1.28 -0.14 0.51  -0.466
C -0.32 -1.11 1.19  -0.529
As -0.72 -3.06 1.02  1.263
C -2.62 -3.02 1.37  -0.430
C -3.10 -2.26 2.44  -0.129
C -4.45 -2.26 2.75  -0.072
C -5.34 -3.04 2.00  -0.074
C -4.86 -3.81 0.95  -0.071
C -3.51 -3.81 0.64  -0.120
C -0.61 -3.11 -0.92  -0.412
C -1.62 -2.66 -1.77  -0.117
C -1.41 -2.63 -3.14  -0.068
C -0.19 -3.05 -3.67  -0.075
C 0.81 -3.50 -2.83  -0.077
C 0.60 -3.54 -1.46  -0.131
As -0.91 1.71 1.08  1.300
C 0.76 1.92 0.08  -0.413
C 1.92 2.27 0.77  -0.135
C 3.12 2.43 0.09  -0.101
C 3.18 2.24 -1.28  -0.084
C 2.02 1.89 -1.98  -0.073
C 0.82 1.74 -1.30  -0.099
C -2.08 2.64 -0.17  -0.427
C -1.95 4.02 -0.26  -0.125
C -2.76 4.75 -1.12  -0.080
C -3.71 4.10 -1.90  -0.084
C -3.85 2.72 -1.82  -0.081
C -3.04 1.99 -0.95  -0.113
H -2.31 -0.38 0.77  0.051
H -1.17 -0.22 -0.57  0.054
H -0.26 -0.88 2.26  0.031
H 0.68 -0.98 0.77  0.020
H -2.43 -1.65 3.03  0.099
H -4.82 -1.67 3.57  0.108
H -6.39 -3.04 2.24  0.108
H -5.54 -4.42 0.38  0.109
H -3.14 -4.42 -0.17  0.103
H -2.56 -2.33 -1.37  0.098
H -2.20 -2.29 -3.80  0.109
H -0.03 -3.02 -4.75  0.108
H 1.76 -3.84 -3.24  0.107
H 1.37 -3.93 -0.81  0.083
H 1.88 2.43 1.84  0.087
H 4.01 2.72 0.63  0.089
H 4.11 2.37 -1.82  0.104
H 2.06 1.74 -3.05  0.107
H -0.08 1.49 -1.85  0.103
H -1.21 4.54 0.35  0.098
H -2.65 5.83 -1.19  0.105
H -4.34 4.67 -2.57  0.105
H -4.59 2.22 -2.42  0.105
H -3.15 0.92 -0.90  0.084
N 7.68 1.97 1.23  0.187
C 6.63 1.39 1.84  -0.505
N 6.15 1.95 2.96  0.193
N 6.13 0.31 1.30  0.119
C 5.09 -0.31 1.77  -0.357
N 4.16 -0.90 2.15  -0.019
H 8.12 2.79 1.60  0.116
H 8.05 1.53 0.41  0.122
H 6.57 2.77 3.37  0.118
H 5.37 1.53 3.43  0.108


Record 4
C28H28BBr42NO2S | ωB97M-V/def2-TZVPD

Values from the calculation:
HOMO level	-7.65	eV
spin multiplicity	1
DFT total energy	-2988348.38859	eV
molecular weight	3809.38	g mol⁻¹
charge	0
frontier orbital gap	7.064	eV
LUMO level	-0.0215	hartree

Each line ends with the Löwdin charge.
Positions of all 103 atoms, in Å:
C -0.41 2.92 -1.23  -0.097
C -0.79 3.36 -2.76  -0.224
O 0.09 2.74 -3.80  -0.059
B -0.59 1.55 -4.37  -0.443
O -0.97 1.40 -5.82  0.038
C -1.01 0.30 -3.38  0.024
C -2.54 0.38 -2.72  -0.019
C -3.12 -0.78 -1.68  -0.118
C -2.08 -2.01 -1.33  -0.061
C -0.59 -2.09 -2.00  -0.400
C 0.04 -0.97 -3.07  -0.093
N 1.43 -1.10 -3.64  -0.042
C 1.70 -2.52 -4.17  -0.282
C 2.36 -2.69 -5.69  -0.190
C 2.64 -4.24 -6.26  -0.045
C 2.34 -5.60 -5.37  -0.143
C 1.69 -5.42 -3.87  -0.199
C 1.37 -3.89 -3.30  -0.331
S 0.56 -3.57 -1.60  0.707
H 0.19 1.90 -1.23  0.050
H 0.19 3.79 -0.69  0.089
H -1.42 2.71 -0.63  0.092
H -0.59 4.53 -2.84  0.134
H -1.94 3.22 -3.02  0.120
H -0.66 2.23 -6.33  0.124
H -3.24 1.29 -3.02  0.076
H -4.21 -0.66 -1.27  -0.123
H -2.41 -2.88 -0.59  0.097
H 1.60 -0.49 -4.47  0.098
H 2.61 -1.77 -6.39  0.082
H 3.08 -4.41 -7.36  0.068
H 2.57 -6.68 -5.81  -0.060
H 1.43 -6.34 -3.16  -0.148
C -7.10 1.32 -0.35  -1.552
Br -5.69 0.58 -1.48  0.746
Br -8.42 -0.02 0.13  0.572
Br -6.37 2.22 1.22  0.554
H -7.61 2.09 -0.94  -0.021
C -6.20 1.62 5.22  -1.599
Br -6.95 1.60 7.02  0.536
Br -5.48 3.36 4.76  0.522
Br -4.90 0.20 4.96  0.554
H -7.03 1.42 4.53  -0.034
C -3.16 6.63 2.55  -1.596
Br -1.46 5.87 3.09  0.525
Br -4.07 5.51 1.24  0.535
Br -4.30 7.03 4.08  0.549
H -2.95 7.58 2.06  -0.058
C 2.27 -4.96 2.24  -1.568
Br 3.19 -5.00 0.52  0.553
Br 3.38 -4.21 3.64  0.518
Br 0.55 -4.06 2.11  0.534
H 2.06 -6.00 2.51  -0.076
C 0.17 -9.14 -4.41  -1.531
Br 0.36 -10.84 -3.49  0.567
Br 1.70 -7.97 -4.08  0.721
Br -0.17 -9.38 -6.31  0.583
H -0.70 -8.64 -3.98  -0.053
C 1.63 0.27 2.28  -1.578
Br 0.67 0.15 3.97  0.549
Br 3.35 -0.64 2.36  0.545
Br 0.56 -0.35 0.78  0.586
H 1.84 1.33 2.11  -0.025
C -0.94 -7.98 0.12  -1.543
Br 0.42 -8.20 1.50  0.600
Br -2.43 -6.89 0.74  0.565
Br -0.18 -7.29 -1.53  0.644
H -1.34 -8.98 -0.09  -0.020
C 7.27 -6.24 4.69  -1.599
Br 8.20 -5.34 6.15  0.553
Br 5.58 -7.00 5.27  0.536
Br 7.04 -5.07 3.15  0.537
H 7.90 -7.07 4.37  -0.025
C 5.84 -0.48 -4.28  -1.561
Br 6.66 -0.44 -2.51  0.547
Br 4.22 -1.56 -4.30  0.816
Br 5.52 1.32 -4.96  0.545
H 6.55 -0.95 -4.95  -0.025
C 3.73 -8.85 -8.14  -1.584
Br 2.83 -7.24 -8.75  0.577
Br 4.97 -9.54 -9.48  0.565
Br 4.61 -8.58 -6.42  0.580
H 2.97 -9.62 -7.99  -0.032
C 0.84 9.41 2.80  -1.589
Br -0.13 9.29 4.49  0.540
Br 2.55 8.50 2.89  0.549
Br -0.24 8.79 1.31  0.566
H 1.04 10.47 2.63  -0.121
C -9.47 -1.70 8.08  -1.599
Br -9.62 -1.16 6.22  0.534
Br -7.61 -1.91 8.62  0.539
Br -10.43 -0.49 9.26  0.551
H -9.94 -2.68 8.17  -0.025
C 0.01 13.49 5.13  -1.567
Br 0.94 12.89 3.53  0.597
Br -1.92 13.27 4.97  0.564
Br 0.70 12.63 6.74  0.536
H 0.20 14.56 5.24  -0.020
C 5.01 11.73 6.48  -1.594
Br 3.97 10.77 5.14  0.511
Br 6.92 11.46 6.24  0.560
Br 4.54 13.62 6.53  0.537
H 4.75 11.31 7.45  -0.021


Record 5
C28H28BeBr2N2OSi | ωB97M-V/def2-TZVPD

Values from the calculation:
HOMO level	-7.72	eV
spin multiplicity	1
DFT total energy	-182887.09879	eV
molecular weight	605.45	g mol⁻¹
charge	0
frontier orbital gap	7.420	eV
LUMO level	-0.0111	hartree

Each line ends with the Löwdin charge.
Positions of all 63 atoms, in Å:
Be -1.53 0.13 0.34  0.110
Br -6.16 -0.60 -0.58  0.780
C -4.89 -1.60 0.39  -0.607
C -5.27 -2.81 1.00  -0.163
C -4.39 -3.57 1.72  -0.634
Br -4.98 -5.18 2.51  0.764
C -3.04 -3.15 1.86  -0.185
C -2.02 -3.81 2.58  -0.010
C -0.77 -3.27 2.63  -0.022
C -0.50 -2.06 1.96  -0.065
N -1.43 -1.43 1.28  0.111
C -2.69 -1.95 1.24  -0.110
C -3.60 -1.12 0.50  -0.364
O -3.11 -0.02 0.02  -0.067
H -6.30 -3.14 0.89  0.096
H -2.24 -4.74 3.08  0.087
H 0.03 -3.75 3.18  0.110
H 0.48 -1.61 1.98  0.108
C -0.84 1.54 1.17  -0.210
Si 0.78 1.71 0.33  0.616
C 0.30 1.08 -1.40  -0.184
N -0.62 -0.10 -1.28  -0.204
C -1.59 -0.15 -2.40  -0.166
C -0.94 -0.38 -3.76  -0.173
C -0.16 -1.69 -3.75  -0.191
C 0.84 -1.70 -2.59  -0.174
C 0.15 -1.38 -1.27  -0.169
C 2.09 0.59 1.10  -0.263
C 2.13 0.40 2.48  -0.108
C 3.10 -0.41 3.07  -0.089
C 4.05 -1.05 2.28  -0.090
C 4.03 -0.86 0.91  -0.083
C 3.07 -0.05 0.33  -0.112
C 1.55 3.40 0.07  -0.235
C 0.73 4.48 -0.29  -0.102
C 1.26 5.74 -0.53  -0.091
C 2.63 5.94 -0.42  -0.095
C 3.46 4.89 -0.07  -0.090
C 2.92 3.63 0.17  -0.092
H -1.48 2.39 0.91  0.020
H -0.80 1.47 2.26  0.009
H 1.12 0.89 -2.10  0.080
H -0.28 1.90 -1.84  0.100
H -2.17 0.78 -2.38  0.129
H -2.30 -0.95 -2.18  0.126
H -0.28 0.45 -4.01  0.112
H -1.72 -0.41 -4.52  0.117
H 0.36 -1.84 -4.70  0.110
H -0.85 -2.53 -3.63  0.117
H 1.65 -0.99 -2.79  0.102
H 1.31 -2.68 -2.49  0.117
H 0.86 -1.34 -0.46  0.099
H -0.57 -2.17 -1.05  0.127
H 1.40 0.88 3.11  0.103
H 3.11 -0.54 4.15  0.103
H 4.80 -1.68 2.74  0.101
H 4.78 -1.35 0.29  0.102
H 3.08 0.09 -0.75  0.101
H -0.34 4.34 -0.36  0.098
H 0.61 6.56 -0.80  0.100
H 3.05 6.93 -0.61  0.100
H 4.53 5.05 0.02  0.100
H 3.59 2.82 0.45  0.093


Record 6
C28H28BrN6O9 | ωB97M-V/def2-TZVPD

Values from the calculation:
HOMO level	-2.44	eV
spin multiplicity	1
DFT total energy	-126889.75334	eV
molecular weight	672.47	g mol⁻¹
charge	-1
relative energy (zero: lowest compared OMol25 entry of this formula, charge and spin)	0.0	kJ/mol
frontier orbital gap	3.247	eV
LUMO level	0.0297	hartree

Each line ends with the Löwdin charge.
Positions of all 72 atoms, in Å:
N -2.08 -0.71 -1.59  -0.011
C -1.92 0.70 -1.16  -0.271
C -3.04 1.19 -0.21  -0.383
N -3.96 2.15 -0.74  -0.165
C -4.72 1.56 -1.76  -0.408
C -5.61 0.34 -1.36  -0.734
O -5.78 -0.68 -1.95  -0.014
Br -6.54 0.57 0.42  0.488
H -2.94 -1.09 -1.21  0.034
H -2.19 -0.77 -2.59  0.015
H -1.91 1.32 -2.05  0.086
H -0.97 0.79 -0.64  0.062
H -3.53 0.27 0.20  0.067
H -2.56 1.67 0.65  0.071
H -5.42 2.30 -2.15  0.097
H -4.15 1.17 -2.62  0.096
C 2.42 -3.14 -5.23  -0.076
C 1.37 -3.07 -4.33  -0.056
C 0.46 -2.02 -4.39  0.015
C 0.62 -1.07 -5.38  -0.143
C 1.65 -1.12 -6.30  -0.011
C 2.56 -2.16 -6.22  -0.070
N -0.35 0.04 -5.44  -0.347
O -1.21 0.05 -4.59  0.083
O -0.22 0.87 -6.32  0.073
H 3.13 -3.95 -5.18  0.086
H 1.27 -3.82 -3.56  0.098
H -0.35 -1.95 -3.68  0.110
H 1.75 -0.36 -7.06  0.115
H 3.38 -2.22 -6.92  0.102
C -1.44 -2.77 4.14  -0.076
C -0.36 -2.26 4.84  -0.077
C 0.30 -1.14 4.37  -0.017
C -0.14 -0.55 3.20  -0.161
C -1.22 -1.05 2.49  0.023
C -1.87 -2.17 2.97  -0.049
N 0.52 0.66 2.70  -0.351
O 1.48 1.09 3.32  0.061
O 0.07 1.16 1.70  0.067
H -1.96 -3.65 4.52  0.102
H -0.03 -2.73 5.76  0.101
H 1.15 -0.73 4.90  0.115
H -1.55 -0.57 1.57  0.109
H -2.72 -2.57 2.43  0.113
C -0.94 6.43 3.12  -0.075
C -1.37 6.50 4.44  -0.078
C -1.61 5.34 5.15  -0.012
C -1.41 4.12 4.53  -0.137
C -0.99 4.03 3.21  0.019
C -0.76 5.20 2.51  -0.047
N -1.65 2.88 5.28  -0.341
O -2.07 2.97 6.41  0.073
O -1.43 1.84 4.70  0.086
H -0.75 7.35 2.57  0.103
H -1.52 7.46 4.92  0.101
H -1.95 5.38 6.18  0.114
H -0.85 3.08 2.73  0.097
H -0.43 5.15 1.48  0.115
C 5.55 -1.29 0.11  -0.068
C 4.44 -1.97 0.61  -0.056
C 3.85 -2.97 -0.13  0.006
C 4.38 -3.28 -1.37  -0.146
C 5.48 -2.62 -1.89  -0.005
C 6.06 -1.61 -1.14  -0.068
N 3.76 -4.35 -2.16  -0.344
O 2.78 -4.90 -1.70  0.079
O 4.24 -4.62 -3.25  0.054
H 6.01 -0.51 0.70  0.107
H 4.04 -1.71 1.58  0.110
H 2.99 -3.50 0.24  0.122
H 5.87 -2.87 -2.86  0.118
H 6.92 -1.08 -1.52  0.106